[1]
{"formula": "CHNO4", "method": "ωB97M-V/def2-TZVPD", "total_energy_ev": -10724.61448, "species": ["O", "H", "N", "O", "O", "C", "O"], "positions_angstrom": [[-0.55, -0.13, -0.84], [0.59, -0.43, -2.28], [0.29, 0.06, 0.68], [-1.56, -0.25, 2.16], [1.45, 0.25, 0.41], [-0.66, 0.19, 1.53], [0.44, 0.31, -1.65]], "lowdin_charge": [-0.0947, 0.1326, -0.1335, 0.2011, 0.0452, -0.1136, -0.0371]}

[2]
{"formula": "C22H39N3O7S3Zr", "method": "ωB97M-V/def2-TZVPD", "total_charge": 2, "total_energy_ev": -76025.66288, "species": ["C", "C", "H", "H", "H", "H", "H", "H", "H", "C", "H", "S", "C", "H", "C", "O", "H", "C", "C", "C", "S", "H", "H", "C", "C", "H", "H", "H", "N", "H", "C", "H", "H", "H", "C", "H", "H", "H", "C", "H", "O", "N", "N", "H", "O", "C", "O", "C", "H", "H", "H", "H", "H", "H", "O", "S", "H", "C", "H", "C", "H", "C", "C", "H", "H", "C", "O", "C", "C", "Zr", "H", "H", "H", "O", "H"], "positions_angstrom": [[2.21, -1.34, 1.78], [2.07, 2.65, -0.69], [-3.32, -0.03, 2.45], [0.82, -3.47, -1.21], [3.56, 0.66, -3.11], [-1.25, 2.64, -4.94], [-3.62, 0.01, 0.68], [-1.71, 3.59, 5.44], [2.66, -1.45, 0.80], [-1.34, -3.62, -1.33], [-1.50, 0.88, -5.08], [-0.48, 1.42, -2.33], [-0.28, 1.16, 3.58], [4.65, 0.37, -0.95], [-2.95, -2.12, -3.90], [0.78, -1.13, 1.62], [-1.61, -3.86, -0.30], [-1.47, 2.98, 4.58], [-0.61, 1.90, 4.70], [-1.41, -1.89, 2.16], [-3.16, 1.93, -3.64], [-1.42, -1.46, 3.17], [2.51, -0.19, 3.59], [2.52, 2.22, 2.54], [2.74, -0.14, 2.52], [3.45, 2.42, -3.00], [1.72, -0.26, -1.68], [4.75, 2.13, -0.82], [-2.79, 1.95, -1.10], [-3.86, -1.49, 1.59], [-2.15, 1.76, -2.22], [-3.73, -1.48, -3.50], [-2.06, -2.77, 2.18], [0.19, -5.11, -1.37], [-2.03, 3.25, 3.34], [0.24, -4.05, -2.77], [3.60, 2.35, 2.43], [1.98, 1.48, -3.27], [-0.02, -2.32, 1.77], [4.05, 1.20, 0.50], [2.50, 3.75, -0.84], [-1.98, 1.83, 0.01], [-0.79, 1.42, 2.37], [0.01, -2.88, 0.84], [2.11, 0.98, 1.93], [-1.59, -1.74, -3.33], [-1.90, -0.94, 1.22], [0.06, -4.08, -1.69], [1.99, 3.02, 2.04], [-2.60, 2.01, -5.89], [-2.72, 4.07, 3.19], [-1.33, -0.70, -3.52], [-0.18, 1.63, 5.66], [3.83, -0.08, 2.42], [0.97, 2.38, 0.03], [-1.65, -1.85, -1.53], [0.41, 0.34, 3.63], [2.79, 1.41, -1.25], [-2.11, -4.09, -1.96], [-2.34, 2.57, 0.99], [0.40, -2.93, 2.57], [4.14, 1.26, -0.58], [-3.26, -0.59, 1.51], [-0.78, -2.37, -3.69], [2.27, 2.21, 3.61], [-1.70, 2.42, 2.28], [1.95, 0.25, -0.89], [2.94, 1.48, -2.76], [-1.99, 1.85, -5.00], [0.02, 0.65, 0.24], [-2.92, -1.98, -4.98], [-3.15, 3.29, 0.86], [2.37, -2.25, 2.36], [-0.37, -1.17, -0.99], [-3.20, -3.16, -3.71]], "lowdin_charge": [-0.1037, -0.5534, 0.1023, 0.0663, 0.1066, 0.0424, 0.0858, 0.1321, 0.1319, -0.3549, 0.0193, 0.7496, -0.1098, 0.1070, -0.1056, -0.2769, 0.0838, 0.0050, -0.0052, -0.1690, 0.9189, 0.1367, 0.1377, -0.0315, -0.1720, 0.1165, 0.1017, 0.1172, -0.0714, 0.1092, -1.0481, 0.0778, 0.1477, 0.0972, 0.0361, 0.0805, 0.1107, 0.0487, -0.1296, 0.0652, 0.1745, -0.1433, 0.0270, 0.1017, -0.3079, -0.3732, -0.3286, -0.0996, 0.0983, 0.0483, 0.1354, 0.0142, 0.1272, 0.1472, -0.2765, 1.0356, 0.1045, -0.4589, 0.0991, -0.0398, 0.1499, 0.0268, -0.0454, 0.0962, 0.0990, -0.2440, -0.1677, 0.0042, -0.4008, 1.8346, 0.0953, 0.1549, 0.1433, -0.7096, 0.0750]}

[3]
{"formula": "C8H13Br2O7Pd", "method": "ωB97M-V/def2-TZVPD", "total_charge": -1, "spin_multiplicity": 3, "total_energy_ev": -166405.21275, "species": ["C", "C", "Br", "C", "C", "O", "H", "H", "H", "H", "H", "Pd", "H", "H", "H", "O", "H", "C", "O", "H", "C", "O", "C", "H", "Br", "H", "H", "O", "O", "C", "O"], "positions_angstrom": [[3.20, 0.95, 1.36], [-5.49, 0.68, -0.27], [-0.32, 3.89, 0.63], [-0.48, -1.40, -1.82], [-3.25, 0.60, -0.17], [-2.15, 0.98, 0.00], [-6.21, 1.13, -0.96], [-0.94, -0.82, -2.62], [5.31, -0.32, -0.15], [6.29, 0.88, 1.84], [-5.06, -0.85, -1.81], [0.08, 1.25, 0.47], [-1.07, -1.46, -0.91], [5.44, -0.17, 2.87], [-0.40, -2.43, -2.21], [-3.66, -0.69, -0.25], [1.64, -1.18, -2.31], [4.87, -0.49, 0.84], [2.17, 1.52, 1.26], [4.99, -1.54, 1.13], [-5.01, -0.67, -0.73], [0.88, 0.55, -1.49], [0.91, -0.86, -1.55], [-5.55, -1.44, -0.17], [-0.26, -0.63, 2.43], [-5.95, 0.67, 0.72], [1.29, -1.21, -0.58], [-4.29, 1.43, -0.33], [3.50, -0.13, 0.67], [5.30, 0.44, 1.97], [4.22, 1.33, 2.15]], "mulliken_spin": [-0.0024, 0.0009, 0.1130, 0.0053, -0.0020, 0.0189, 0.0000, -0.0019, 0.0000, 0.0000, 0.0000, 1.4376, -0.0025, 0.0002, 0.0003, -0.0008, 0.0261, 0.0000, 0.0243, 0.0000, 0.0000, 0.3177, -0.0254, 0.0000, 0.0840, 0.0000, 0.0051, -0.0010, 0.0014, 0.0015, -0.0002]}

[4]
{"formula": "C2H6N3S2", "method": "ωB97M-V/def2-TZVPD", "total_charge": 1, "total_energy_ev": -28304.55613, "species": ["H", "H", "C", "H", "S", "N", "H", "N", "H", "C", "N", "S", "H"], "positions_angstrom": [[1.20, 1.52, -1.81], [0.46, 2.83, -1.07], [1.11, -0.96, 1.83], [1.81, -1.10, 2.63], [-2.32, -1.34, -0.56], [0.34, 1.91, -1.43], [0.17, 0.81, -0.67], [1.01, 0.03, 1.05], [-0.21, 1.97, -2.27], [-0.76, -1.11, 0.38], [-0.02, -0.01, 0.22], [-0.27, -2.05, 1.75], [-2.51, -2.50, -0.05]], "lowdin_charge": [0.1027, 0.0957, -0.3737, 0.0869, 0.8395, 0.1281, 0.0737, -0.0242, 0.0966, -0.8498, -0.0971, 1.0883, -0.1666]}

[5]
{"formula": "C28H40NOPRuSb2Se4", "method": "ωB97M-V/def2-TZVPD", "spin_multiplicity": 5, "total_energy_ev": -319546.46891, "species": ["H", "H", "H", "H", "C", "Ru", "Se", "H", "H", "H", "Sb", "C", "H", "H", "C", "H", "H", "H", "C", "C", "C", "C", "C", "H", "H", "C", "H", "H", "C", "H", "C", "H", "C", "Se", "C", "N", "H", "C", "C", "Se", "H", "H", "H", "C", "H", "C", "H", "C", "H", "C", "H", "C", "C", "C", "H", "H", "Se", "H", "H", "H", "C", "H", "C", "O", "H", "C", "C", "H", "C", "P", "H", "H", "H", "C", "H", "H", "H", "Sb"], "positions_angstrom": [[13.17, 14.36, 13.00], [8.22, 5.90, 9.18], [12.74, 7.57, 8.79], [10.74, 12.70, 9.23], [13.49, 9.25, 9.91], [11.93, 12.30, 10.79], [12.44, 18.05, 13.83], [9.27, 12.35, 14.43], [14.08, 11.59, 14.08], [6.86, 14.06, 13.98], [12.41, 18.23, 11.48], [8.78, 7.86, 8.49], [12.64, 9.42, 7.12], [11.32, 7.83, 11.40], [14.70, 13.52, 9.39], [16.87, 7.45, 10.16], [9.66, 9.72, 7.97], [10.43, 13.82, 7.01], [5.34, 10.63, 11.04], [9.67, 6.81, 10.49], [11.21, 12.30, 8.23], [10.62, 8.86, 9.69], [12.20, 10.40, 7.08], [13.80, 13.98, 9.00], [15.76, 13.73, 11.25], [13.84, 13.49, 13.05], [15.57, 14.09, 9.00], [14.93, 6.35, 9.01], [13.58, 8.01, 9.30], [5.30, 9.57, 10.69], [8.80, 6.79, 9.40], [16.54, 9.63, 11.20], [10.61, 7.81, 10.60], [10.27, 18.64, 10.71], [5.04, 13.07, 13.34], [11.81, 10.70, 11.45], [14.35, 10.68, 11.19], [7.49, 11.21, 15.17], [14.73, 13.78, 10.87], [9.66, 13.60, 11.96], [12.42, 12.33, 14.06], [4.38, 11.02, 10.66], [12.26, 10.54, 4.96], [11.32, 12.24, 5.84], [14.81, 12.44, 9.07], [6.53, 11.41, 10.45], [14.35, 14.81, 11.04], [8.65, 11.49, 14.27], [13.68, 13.03, 15.07], [15.75, 9.17, 10.65], [6.87, 12.09, 15.29], [6.44, 13.58, 13.08], [14.53, 9.81, 10.61], [13.48, 12.52, 14.13], [7.86, 11.01, 16.17], [4.43, 13.93, 13.67], [14.15, 17.69, 9.96], [8.11, 7.89, 7.66], [6.84, 10.40, 14.85], [14.86, 13.86, 13.26], [10.92, 12.88, 7.01], [4.59, 12.71, 12.39], [15.87, 7.93, 10.08], [13.91, 12.87, 11.72], [6.29, 12.37, 9.91], [11.79, 11.02, 8.27], [14.81, 7.34, 9.38], [9.64, 6.05, 11.28], [11.96, 11.04, 5.89], [11.89, 10.15, 9.85], [6.44, 14.33, 12.25], [7.26, 10.84, 9.83], [11.15, 12.76, 4.88], [9.69, 8.89, 8.63], [5.32, 10.55, 12.11], [4.98, 12.28, 14.11], [9.30, 10.62, 13.97], [7.89, 12.09, 12.25]], "mulliken_spin": [-0.0121, 0.0004, 0.0026, -0.0660, -0.0562, 2.9779, -0.0001, 0.0002, 0.0007, 0.0004, 0.0001, 0.0011, 0.0028, -0.0024, 0.0752, 0.0006, 0.0015, -0.0008, 0.0004, 0.0018, 0.1555, 0.0233, 0.0105, -0.0240, -0.0019, 0.0266, 0.0068, 0.0001, -0.0097, -0.0001, 0.0035, -0.0003, 0.0034, -0.0004, 0.0034, 0.6813, -0.0645, 0.0012, -0.0207, 0.1020, 0.0017, 0.0001, 0.0000, 0.0071, -0.0109, 0.0000, 0.0037, 0.0052, 0.0001, 0.0108, 0.0000, 0.0057, 0.0426, -0.0087, 0.0001, 0.0001, -0.0001, -0.0004, 0.0001, 0.0031, 0.0207, -0.0004, 0.0045, 0.0318, 0.0000, -0.0228, 0.0018, -0.0002, 0.0056, 0.0201, -0.0001, 0.0003, 0.0009, 0.0034, 0.0000, 0.0000, 0.0025, 0.0474]}

[6]
{"formula": "C5F3IN2", "method": "ωB97M-V/def2-TZVPD", "total_energy_ev": -24412.34438, "species": ["C", "C", "N", "N", "C", "C", "F", "F", "F", "C", "I"], "positions_angstrom": [[0.14, 1.22, -0.71], [-1.14, -0.16, 0.83], [-2.09, 0.34, 0.20], [0.83, 0.22, -1.10], [0.95, -1.01, -0.55], [-0.86, 1.19, 0.35], [0.41, 2.38, -1.27], [1.89, -1.73, -1.17], [-0.95, 2.27, 1.17], [0.31, -1.59, 0.48], [0.52, -3.13, 1.76]], "lowdin_charge": [-0.2514, -0.0227, 0.2471, 0.2285, -0.4651, -0.4085, 0.1449, 0.0726, 0.0838, -0.5819, 0.9526]}

Q: Which formula does entry 3 have?
A: C8H13Br2O7Pd